1.
Entry from OMol25: C14H19NO6 in the gas phase (wB97M-V/def2-TZVPD).

Last column: Mulliken charge in e.
Cartesian coordinates (Å):
C (-1.150, -3.879, -0.961)  -1.073
C (-2.466, -3.115, -0.992)  -0.214
O (-2.509, -2.101, 0.009)  -0.529
C (-1.866, -0.945, -0.294)  0.554
O (-1.346, -0.710, -1.355)  -0.609
N (-1.895, -0.118, 0.776)  -0.081
C (-1.385, 1.245, 0.712)  0.456
C (-2.252, 2.102, -0.216)  -0.798
C (-3.699, 2.187, 0.198)  0.161
O (-4.579, 2.624, -0.493)  -0.587
O (-3.934, 1.745, 1.444)  -0.437
C (0.078, 1.198, 0.312)  -0.650
C (0.623, 1.901, -0.741)  -0.908
C (1.976, 1.786, -1.040)  -0.860
C (2.803, 0.962, -0.301)  1.140
O (4.134, 0.778, -0.517)  -0.424
C (4.731, 1.453, -1.596)  -0.943
C (2.252, 0.235, 0.778)  0.783
O (3.125, -0.560, 1.460)  -0.464
C (2.627, -1.349, 2.509)  -0.870
C (0.909, 0.371, 1.070)  -0.418
H (-1.172, -4.676, -1.700)  0.366
H (-0.987, -4.311, 0.024)  0.281
H (-0.329, -3.205, -1.193)  0.306
H (-3.310, -3.771, -0.765)  0.310
H (-2.607, -2.651, -1.974)  0.308
H (-2.501, -0.373, 1.537)  0.316
H (-1.455, 1.643, 1.731)  0.597
H (-1.870, 3.125, -0.247)  0.524
H (-2.216, 1.696, -1.229)  0.345
H (-4.877, 1.843, 1.654)  0.345
H (0.019, 2.542, -1.361)  0.363
H (2.368, 2.347, -1.873)  0.368
H (4.278, 1.167, -2.551)  0.370
H (4.670, 2.540, -1.476)  0.363
H (5.777, 1.149, -1.589)  0.231
H (1.851, -2.040, 2.162)  0.340
H (2.228, -0.735, 3.324)  0.330
H (3.479, -1.920, 2.876)  0.236
H (0.473, -0.180, 1.888)  0.473

Computed properties:
LUMO energy = 0.4831 eV
orbital gap = 8.46 eV
spin multiplicity = 1
net charge = 0

---

2.
Entry from OMol25: C23H44BrN2O4PTi as an isolated structure at a distorted geometry (wB97M-V/def2-TZVPD).

Last column: Löwdin spin population.
Cartesian coordinates (Å):
Ti (-0.010, -0.344, 0.710)  1.421
C (2.685, -1.999, -2.012)  0.004
C (1.263, -1.665, -1.666)  0.034
C (0.684, -2.233, -0.508)  0.087
C (-0.726, -2.152, -0.298)  0.105
C (-1.409, -3.102, 0.654)  0.023
C (-1.478, -1.381, -1.217)  0.020
C (-0.885, -0.698, -2.262)  0.074
C (-1.711, 0.092, -3.238)  0.012
C (0.498, -0.869, -2.495)  0.063
H (3.311, -2.029, -1.126)  0.001
H (3.104, -1.286, -2.718)  0.000
H (2.715, -2.984, -2.479)  0.001
H (1.253, -2.976, 0.051)  0.008
H (-1.670, -4.025, 0.131)  0.008
H (-2.325, -2.659, 1.047)  0.001
H (-0.758, -3.350, 1.496)  0.002
H (-2.557, -1.366, -1.118)  0.000
H (-1.864, -0.485, -4.152)  0.004
H (-1.215, 1.022, -3.513)  0.002
H (-2.689, 0.328, -2.823)  0.000
H (0.936, -0.412, -3.374)  0.004
Br (0.371, -1.123, 2.985)  0.033
C (5.864, 1.650, 1.723)  0.000
C (5.492, 0.796, 0.511)  0.001
N (4.108, 0.969, 0.111)  0.009
C (3.878, 2.092, -0.781)  0.001
C (4.006, 1.671, -2.247)  0.001
C (3.096, 0.174, 0.556)  0.015
C (3.452, -0.987, 1.439)  0.003
N (1.846, 0.323, 0.243)  0.010
H (6.893, 1.453, 2.007)  0.000
H (5.210, 1.424, 2.560)  0.000
H (5.777, 2.708, 1.489)  0.000
H (5.690, -0.251, 0.734)  0.000
H (6.123, 1.078, -0.339)  0.000
H (4.622, 2.861, -0.553)  0.000
H (2.891, 2.528, -0.596)  0.000
H (4.937, 1.127, -2.397)  0.000
H (4.020, 2.548, -2.890)  0.000
H (3.175, 1.028, -2.534)  0.000
H (3.798, -0.647, 2.416)  0.000
H (4.217, -1.620, 0.993)  0.000
H (2.553, -1.579, 1.595)  0.002
H (1.654, 1.121, -0.363)  0.002
C (-2.209, 2.116, 5.345)  0.000
C (-1.495, 2.377, 4.017)  0.000
C (-1.901, 3.714, 3.404)  0.000
C (0.023, 2.311, 4.190)  0.001
O (-1.928, 1.300, 3.181)  0.001
P (-1.819, 1.209, 1.595)  0.007
O (-0.480, 1.669, 1.053)  0.026
O (-2.065, -0.227, 1.239)  0.009
O (-2.932, 2.186, 0.970)  0.001
C (-4.329, 1.865, 0.927)  0.000
C (-4.791, 1.247, 2.244)  0.000
C (-5.034, 3.198, 0.664)  0.000
C (-4.597, 0.887, -0.220)  0.000
H (-1.937, 2.855, 6.094)  0.000
H (-1.940, 1.124, 5.700)  0.000
H (-3.286, 2.143, 5.194)  0.000
H (-1.600, 4.542, 4.042)  0.000
H (-2.980, 3.743, 3.265)  0.000
H (-1.427, 3.805, 2.430)  0.000
H (0.360, 3.082, 4.881)  0.000
H (0.502, 2.460, 3.222)  0.000
H (0.311, 1.333, 4.574)  0.001
H (-4.664, 1.957, 3.056)  0.000
H (-4.191, 0.367, 2.458)  0.000
H (-5.839, 0.963, 2.182)  0.000
H (-4.825, 3.897, 1.470)  0.000
H (-6.108, 3.056, 0.592)  0.000
H (-4.674, 3.633, -0.265)  0.000
H (-4.082, -0.046, -0.015)  0.000
H (-4.233, 1.302, -1.156)  0.000
H (-5.663, 0.690, -0.313)  0.000

Computed properties:
LUMO energy (alpha / beta) = 0.5222 / 0.5204 eV
orbital gap (alpha / beta) = 6.09 / 8.96 eV
spin multiplicity = 3
net charge = 0

---

3.
Entry from OMol25: C28H25AsBr5CaCl5N2O3 as an isolated structure at a distorted geometry (wB97M-V/def2-TZVPD).

Last column: Mulliken charge in e.
Cartesian coordinates (Å):
Ca (-0.364, 0.590, 0.158)  0.728
Cl (3.099, -4.989, 4.804)  -0.244
C (2.568, -3.950, 3.515)  0.244
C (1.285, -3.393, 3.518)  0.146
Cl (0.203, -3.725, 4.837)  -0.218
C (0.858, -2.584, 2.477)  0.479
Cl (-0.717, -1.867, 2.484)  -0.048
C (1.685, -2.257, 1.343)  -1.358
O (1.305, -1.527, 0.388)  -0.267
C (2.993, -2.844, 1.393)  0.658
Cl (4.032, -2.470, 0.057)  -0.208
C (3.413, -3.658, 2.434)  0.182
Cl (5.010, -4.341, 2.408)  -0.229
Br (1.889, 2.911, 0.147)  -0.133
C (2.494, 2.565, -1.634)  0.487
C (3.607, 3.251, -2.022)  -0.761
C (4.093, 3.098, -3.341)  -0.488
C (3.421, 2.296, -4.219)  -0.825
C (2.248, 1.597, -3.821)  1.226
C (1.518, 0.824, -4.763)  -0.925
C (0.374, 0.193, -4.372)  -0.910
C (-0.046, 0.253, -3.020)  -0.451
C (0.619, 0.927, -2.011)  -0.282
C (1.764, 1.670, -2.473)  0.369
H (4.104, 3.915, -1.325)  0.361
H (4.986, 3.634, -3.647)  0.347
H (3.765, 2.188, -5.246)  0.287
H (1.877, 0.767, -5.785)  0.273
H (-0.204, -0.371, -5.097)  0.382
H (-0.956, -0.297, -2.776)  0.268
Br (-7.479, 1.616, -0.708)  -0.234
C (-5.603, 1.897, -0.597)  0.175
C (-5.036, 3.087, -1.028)  0.158
Br (-6.114, 4.457, -1.781)  -0.241
C (-3.635, 3.266, -0.912)  -0.207
Br (-2.780, 4.874, -1.451)  -0.198
C (-2.782, 2.294, -0.372)  0.387
O (-1.494, 2.455, -0.198)  -0.712
C (-3.374, 1.024, 0.044)  -0.074
O (-2.579, 0.092, 0.493)  -0.454
C (-4.766, 0.892, -0.058)  0.015
Br (-5.462, -0.765, 0.570)  -0.220
N (-0.904, 1.661, 2.560)  -0.113
C (-0.205, 2.571, 3.465)  -0.703
C (0.832, 1.874, 4.355)  -0.673
C (2.166, 1.493, 3.705)  -0.752
N (2.061, 0.433, 2.694)  -0.041
H (-1.378, 2.175, 1.813)  0.194
H (-1.599, 1.101, 3.028)  0.110
H (-0.897, 3.115, 4.104)  0.399
H (0.305, 3.323, 2.859)  0.264
H (0.375, 0.977, 4.796)  0.257
H (1.061, 2.546, 5.186)  0.397
H (2.862, 1.234, 4.507)  0.358
H (2.580, 2.386, 3.222)  0.358
H (1.687, -0.413, 3.103)  -0.053
H (2.956, 0.203, 2.280)  0.191
C (-2.938, -2.371, -2.238)  -1.182
As (-1.380, -2.360, -1.039)  1.032
C (-0.146, -3.281, -2.266)  -1.089
C (-1.893, -3.983, -0.063)  -1.329
H (-3.066, -3.359, -2.689)  0.410
H (-2.803, -1.632, -3.027)  0.382
H (-3.831, -2.103, -1.670)  0.168
H (-0.636, -4.130, -2.752)  0.411
H (0.723, -3.627, -1.700)  0.226
H (0.206, -2.575, -3.019)  0.254
H (-2.198, -4.758, -0.769)  0.436
H (-2.715, -3.755, 0.614)  0.294
H (-1.047, -4.339, 0.526)  0.306

Computed properties:
LUMO energy = 3.7946 eV
orbital gap = 5.67 eV
spin multiplicity = 1
net charge = -2